a) Below is the molecule C4H8N2O, with properties calculated with ωB97M-V with the def2-TZVPD basis set.

Results
Orbital gap (spin up / spin down): 0.2759 / 0.2807 Eh
Multiplicity: 3
E_LUMO (spin up / spin down): 0.937 / -1.398 eV
⟨S²⟩: 2.03

Each line ends with the natural charge from an NBO analysis.
Element x y z (Å)
C  -0.463  0.221  1.886  -0.1020
C  -1.498  0.779  1.319  0.1458
C  0.888  0.009  1.171  -0.3008
C  0.243  -0.289  -2.349  -0.4212
N  0.700  0.358  -0.131  -0.2290
N  0.591  -0.591  -0.970  -0.3661
O  -1.543  0.985  0.061  -0.4338
H  -0.233  0.122  2.989  0.2005
H  -2.442  0.960  1.918  0.1443
H  1.529  0.727  1.883  0.2224
H  1.363  -1.021  1.259  0.2038
H  -0.777  -0.529  -2.829  0.2038
H  0.545  0.718  -2.559  0.2240
H  0.954  -0.893  -2.992  0.1880
H  0.143  -1.557  -0.657  0.3204

---

b) Below is a structure of composition C4H8N2O, with properties calculated with ωB97M-V with the def2-TZVPD basis set.

Results
Orbital gap (spin up / spin down): 0.2354 / 0.2480 Eh
Multiplicity: 3
E_LUMO (spin up / spin down): 0.889 / -2.947 eV
⟨S²⟩: 2.01

Each line ends with the natural charge from an NBO analysis.
Element x y z (Å)
C  -1.386  -0.869  -0.473  -0.2637
C  0.636  2.041  -0.488  0.5219
C  1.072  -1.219  0.852  -0.6477
C  0.457  -0.390  -0.244  0.0677
N  -2.351  -0.048  -0.293  -0.5343
N  0.235  1.008  0.171  -0.6073
O  1.291  2.180  -1.528  -0.6250
H  -1.501  -1.970  -0.743  0.2591
H  0.394  2.966  0.008  0.1040
H  0.526  -0.943  1.737  0.2177
H  1.072  -2.279  0.663  0.2321
H  2.150  -0.894  1.060  0.2295
H  0.923  -0.411  -1.239  0.2459
H  -3.271  -0.438  -0.494  0.3907
H  -0.247  1.267  1.011  0.4095

---

Energy comparison, zero being the most stable, in hartree: a) 0.0000; b) 0.0182.

---

a) Below is the molecule ClH2NP2, with properties calculated with ωB97M-V with the def2-TZVPD basis set.

Results
Orbital gap: 0.3099 Eh
E_LUMO: -0.592 eV
SMILES: [H]/N=P(\Cl)=P/[H]

Each line ends with the natural charge from an NBO analysis.
Element x y z (Å)
N  -0.871  1.289  0.184  -1.1282
P  0.298  -2.078  0.069  -0.1150
P  0.104  -0.004  0.128  1.1237
Cl  2.048  0.655  0.263  -0.2902
H  -0.479  2.162  -0.132  0.3942
H  -1.100  -2.023  -0.511  0.0156

---

b) Below is the molecule ClH2NP2, with properties calculated with ωB97M-V with the def2-TZVPD basis set.

Results
Orbital gap: 0.3193 Eh
E_LUMO: -0.664 eV
SMILES: P/N=P\Cl

Each line ends with the natural charge from an NBO analysis.
Element x y z (Å)
N  0.659  0.300  0.408  -1.2627
P  0.093  1.272  1.412  1.1836
P  0.276  -0.456  -1.081  0.5527
Cl  -2.012  1.667  1.379  -0.4047
H  -0.458  -1.490  -0.622  -0.0433
H  1.442  -1.293  -1.496  -0.0257

---

Energy comparison, zero being the most stable, in hartree: a) 0.0404; b) 0.0000.

---

a) Below is a cluster of 11 separate species, C5H31NO11 in total, with properties calculated with ωB97M-V with the def2-TZVPD basis set.

Results
Orbital gap: 0.3462 Eh
E_LUMO: 0.059 eV
SMILES: CCN(C=O)CC.O.O.O.O.O.O.O.O.O.O

Each line ends with the natural charge from an NBO analysis.
Element x y z (Å)
C  1.644  0.424  1.451  0.5199
N  1.033  0.622  0.241  -0.4606
C  -0.361  1.078  0.115  -0.2122
C  -1.370  0.095  0.623  -0.6388
C  1.841  0.812  -1.050  -0.2124
C  2.199  -0.602  -1.705  -0.6121
O  0.931  0.583  2.457  -0.6794
H  2.614  -0.011  1.557  0.1540
H  -0.438  2.107  0.709  0.1718
H  -0.622  1.390  -1.121  0.2506
H  -1.115  -0.923  0.615  0.2006
H  -1.631  0.190  1.609  0.2197
H  -2.268  0.092  -0.044  0.2348
H  2.853  1.080  -0.753  0.1941
H  1.318  1.447  -1.844  0.2430
H  2.394  -1.409  -0.911  0.1784
H  3.099  -0.493  -2.271  0.2038
H  1.408  -0.978  -2.324  0.2316
H  -2.089  3.287  -0.926  0.4764
H  -2.633  2.212  -1.956  0.4920
O  -2.747  2.888  -1.389  -0.9764
H  -0.665  3.873  1.792  0.4879
H  0.432  2.975  1.279  0.4636
O  0.294  3.841  1.722  -0.9447
H  -2.333  -0.021  -3.185  0.4859
H  -3.300  0.814  -3.815  0.4678
O  -2.602  0.821  -3.148  -0.9527
H  -1.127  -3.954  2.239  0.5017
H  -0.905  -2.508  2.040  0.4950
O  -1.200  -3.281  1.570  -0.9563
H  -0.523  2.572  3.851  0.4723
H  -0.633  1.595  2.793  0.4800
O  -1.148  2.249  3.164  -0.9587
H  1.984  -4.189  2.065  0.4908
H  0.782  -3.743  1.178  0.4745
O  1.102  -4.413  1.767  -0.9772
H  -1.208  -1.723  -2.073  0.5076
H  -1.264  -2.215  -3.494  0.4731
O  -1.120  -1.394  -2.970  -0.9763
H  3.237  -2.410  1.168  0.4724
H  3.703  -2.291  2.572  0.4797
O  2.891  -2.452  2.067  -0.9400
H  -1.808  -4.044  -1.522  0.4720
H  -1.235  -3.585  -0.113  0.5188
O  -1.329  -3.315  -1.134  -1.0110
H  0.981  4.367  -1.683  0.4726
H  0.482  4.515  -0.205  0.4999
O  0.453  4.026  -1.009  -0.9775

---

b) Below is a cluster of 10 separate species, C5H31NO11 in total, with properties calculated with ωB97M-V with the def2-TZVPD basis set.

Results
Orbital gap: 0.3589 Eh
E_LUMO: 0.368 eV
SMILES: OCCCNCCO.O.O.O.O.O.O.O.O.O

Each line ends with the natural charge from an NBO analysis.
Element x y z (Å)
C  -1.789  0.719  -0.243  -0.4755
C  -1.947  0.282  -1.710  -0.0819
O  -2.644  1.426  -2.310  -0.7620
C  -0.340  0.794  0.212  -0.2276
N  0.649  -0.218  -0.264  -0.6609
C  0.629  -1.535  0.425  -0.2924
C  0.806  -2.628  -0.608  -0.1029
O  2.216  -2.916  -0.854  -0.7361
H  -2.427  0.143  0.429  0.2452
H  -2.277  1.681  -0.135  0.2323
H  -0.993  0.132  -2.206  0.1622
H  -2.665  -0.518  -1.759  0.2079
H  -3.012  1.189  -3.162  0.4720
H  -0.168  0.772  1.288  0.1873
H  0.197  1.710  -0.078  0.2099
H  0.435  -0.419  -1.232  0.3626
H  -0.073  -1.782  1.234  0.2273
H  1.566  -1.528  1.013  0.1905
H  0.516  -2.314  -1.612  0.1844
H  0.447  -3.654  -0.422  0.1923
H  2.661  -2.897  -0.003  0.4557
H  -0.349  1.061  4.652  0.4815
H  -0.083  1.464  3.213  0.4774
O  -0.795  1.282  3.834  -0.9560
H  2.847  0.711  2.213  0.4770
H  3.953  1.508  2.770  0.4674
O  3.355  0.814  3.032  -0.9469
H  2.063  0.357  -1.965  0.5050
H  2.523  -0.308  -3.353  0.4851
O  1.873  0.228  -2.896  -1.0037
H  -1.661  -2.827  -0.902  0.4510
H  -1.751  -2.369  0.520  0.4892
O  -2.299  -2.513  -0.254  -0.9425
H  -3.050  1.306  3.020  0.5124
H  -4.318  1.109  2.068  0.4912
O  -3.646  0.681  2.593  -0.9713
H  3.716  -0.932  0.101  0.4612
H  3.055  0.331  -0.198  0.4851
O  3.778  -0.006  0.359  -0.9482
H  -2.924  -2.224  2.802  0.4648
H  -2.990  -0.883  2.467  0.5021
O  -2.391  -1.641  2.245  -0.9857
H  -0.682  2.509  -2.375  0.5003
H  0.451  2.154  -3.339  0.4848
O  0.162  2.838  -2.719  -0.9522
H  1.691  2.465  -2.093  0.4943
H  3.185  2.202  -2.232  0.4667
O  2.498  2.243  -1.564  -0.9804

---

c) Below is a cluster of 11 separate species, C5H31NO11 in total, with properties calculated with ωB97M-V with the def2-TZVPD basis set.

Results
Orbital gap: 0.3361 Eh
E_LUMO: -0.052 eV
SMILES: CNCCCC=O.O.O.O.O.O.O.O.O.O.O

Each line ends with the natural charge from an NBO analysis.
Element x y z (Å)
O  -0.873  -0.342  3.937  -0.5304
C  -0.672  0.439  3.038  0.4291
C  -1.664  0.842  2.010  -0.5227
C  -1.273  0.396  0.578  -0.4111
C  -0.297  -0.798  0.438  -0.2183
C  -0.033  -2.992  -0.624  -0.4345
N  -0.955  -2.053  0.023  -0.6866
H  0.356  0.837  2.930  0.1295
H  -2.685  0.528  2.239  0.2155
H  -1.677  1.931  1.937  0.2397
H  -0.788  1.208  0.030  0.2161
H  -2.143  0.195  -0.052  0.2230
H  0.347  -0.656  -0.434  0.1934
H  0.235  -0.874  1.391  0.1550
H  -0.080  -2.724  -1.686  0.1884
H  1.031  -2.815  -0.434  0.1809
H  -0.190  -4.053  -0.452  0.2118
H  -1.553  -2.412  0.761  0.3897
H  -3.201  -3.332  0.016  0.4896
H  -3.135  -3.712  -1.496  0.4658
O  -3.540  -3.114  -0.864  -0.9556
H  0.629  3.066  -4.072  0.4816
H  0.403  1.734  -3.447  0.4766
O  0.854  2.136  -4.204  -0.9503
H  1.610  2.606  -0.286  0.4903
H  2.172  3.776  0.351  0.4850
O  1.520  3.092  0.554  -0.9643
H  -0.878  4.464  1.932  0.4570
H  0.345  4.416  0.989  0.4894
O  -0.302  5.017  1.398  -0.9667
H  4.356  1.493  0.091  0.4617
H  3.940  2.411  -0.982  0.4843
O  4.448  2.423  -0.148  -0.9541
H  -2.521  -2.864  2.859  0.4971
H  -3.220  -1.847  1.983  0.4826
O  -2.955  -2.775  2.001  -0.9527
H  1.922  0.803  -1.531  0.5010
H  2.299  1.672  -2.807  0.5112
O  2.420  1.556  -1.856  -1.0054
H  2.866  -2.361  1.110  0.4645
H  1.579  -2.246  1.876  0.4626
O  2.442  -2.668  1.918  -0.9242
H  -1.695  -1.902  -3.246  0.4818
H  -1.975  -1.204  -1.926  0.5149
O  -1.437  -1.130  -2.732  -0.9715
H  1.073  -0.221  -3.972  0.4763
H  0.310  -0.896  -2.870  0.4970
O  1.212  -0.588  -3.090  -0.9940

---

Energy comparison, zero being the most stable, in hartree: a) 0.0564; b) 0.0291; c) 0.0000.

---

a) Below is a cluster of 2 separate species, C2H6NO2 in total, with properties calculated with ωB97M-V with the def2-TZVPD basis set.

Results
Orbital gap: 0.4894 Eh
Total charge: +1
E_LUMO: -3.514 eV

Each line ends with the natural charge from an NBO analysis.
Element x y z (Å)
C  -0.399  -1.328  -0.223  -0.1163
C  -0.040  -0.012  -0.698  0.7121
N  -0.469  1.206  -0.908  -0.6909
O  0.743  -0.916  -1.097  -0.3381
O  0.626  0.439  1.212  -0.9642
H  -0.233  -1.546  0.842  0.2369
H  -1.078  -1.995  -0.768  0.2425
H  0.173  1.796  -1.299  0.4233
H  0.241  0.310  2.063  0.5174
H  -1.213  1.536  -0.315  0.4464
H  1.651  0.511  1.191  0.5310

---

b) Below is the ion C2H6NO2 with charge +1, with properties calculated with ωB97M-V with the def2-TZVPD basis set.

Results
Orbital gap: 0.4175 Eh
Total charge: +1
E_LUMO: -6.775 eV
SMILES: CO[N+](C)=O

Each line ends with the natural charge from an NBO analysis.
Element x y z (Å)
C  -1.667  -0.424  -0.035  -0.5131
C  1.846  0.130  -0.006  -0.2766
N  -0.470  0.270  0.072  0.5500
O  -0.519  1.480  0.041  -0.1774
O  0.547  -0.497  0.153  -0.1958
H  -2.377  0.056  -0.793  0.3160
H  -2.201  -0.148  0.918  0.2984
H  -1.393  -1.516  -0.023  0.2788
H  2.455  -0.831  -0.216  0.2619
H  2.175  0.658  0.795  0.2284
H  1.604  0.821  -0.903  0.2293

---

Energy comparison, zero being the most stable, in hartree: a) 0.0000; b) 0.0920.